1.
Molecular formula: C19H50BrF4O21P5SSi2
Method: DFT, wB97M-V/def2-TZVPD

```
103
Properties=species:S:1:pos:R:3:forces:R:3
C -2.16491 2.83590 3.63695 -0.470 -0.410 -0.230
C -1.62329 3.02356 2.57888 0.018 0.406 -0.604
Si -1.13074 3.27938 0.82388 -0.141 0.085 0.379
O -2.43396 3.30536 -0.21559 0.459 -1.220 0.747
Si -3.22937 1.87811 -0.57356 -0.052 0.301 -0.333
S -3.21774 1.60246 -2.68869 -0.289 0.008 -0.323
Br -2.43770 0.08004 0.49026 0.001 0.387 -0.173
C -0.22951 4.98443 0.61444 -0.629 -0.978 -0.106
F 0.30850 5.40574 1.79359 -0.030 0.197 -0.023
F 0.81978 4.74210 -0.23720 -0.305 0.619 -0.225
C -1.10536 6.11048 0.05831 1.402 0.867 -0.036
F -1.38357 5.90987 -1.24856 -0.443 -0.368 0.140
F -2.22527 6.19379 0.80416 -0.241 -0.166 -0.202
H -2.79848 2.52466 4.43814 0.326 0.223 0.240
H -0.19489 2.21934 0.43876 0.138 0.132 -0.052
H -4.62561 2.04547 -0.15946 0.033 0.007 -0.130
H -2.13730 0.85690 -2.99864 -0.043 0.143 0.582
H -0.56146 7.06318 0.10693 -0.146 -0.037 0.221
C 6.89994 1.03215 1.38874 -0.026 -0.108 0.194
O 5.82562 0.24957 0.83787 0.705 3.038 -0.791
P 4.41983 1.06404 0.42008 -4.492 -5.019 0.210
O 3.54292 0.64894 1.55591 0.755 0.919 0.117
O 4.22831 0.20503 -0.92526 -0.120 0.499 -0.084
C 4.07198 -1.20699 -0.81571 0.362 -0.401 -0.043
O 3.55730 2.29195 -0.24440 2.752 0.751 0.253
C 3.09593 3.31826 0.64860 0.196 0.175 0.159
H 7.72957 0.36353 1.60450 -0.067 -0.062 -0.026
H 7.23451 1.78866 0.67663 0.082 -0.025 0.026
H 6.58121 1.51351 2.31683 0.044 -0.013 0.002
H 3.65137 -1.50109 0.14607 0.005 0.135 0.042
H 5.03929 -1.69210 -0.95385 -0.016 -0.042 0.052
H 3.40350 -1.53998 -1.60692 -0.014 0.160 -0.038
H 3.84605 3.55840 1.40085 -0.103 -0.010 0.096
H 2.17921 2.98995 1.13223 0.108 -0.144 0.076
H 2.89163 4.20405 0.06187 0.166 -0.062 -0.136
C 4.67211 -8.96657 0.31733 -0.147 -0.058 0.192
O 3.66696 -7.97854 0.03264 3.430 -0.011 -1.002
P 4.13066 -6.34927 0.11707 -7.450 2.772 1.911
O 3.42698 -6.08624 1.42384 1.298 -0.456 0.120
O 3.24356 -5.98792 -1.18040 0.661 0.241 -0.220
C 1.86026 -6.32576 -1.18021 -0.213 -0.390 -0.190
O 4.87175 -4.87262 -0.03157 2.160 -2.041 -0.873
C 5.63789 -4.42638 1.09624 0.274 0.192 0.172
H 4.21706 -9.94958 0.22155 -0.078 0.054 -0.013
H 5.50130 -8.89348 -0.38869 -0.002 -0.112 0.001
H 5.04456 -8.84459 1.33848 0.005 -0.034 -0.015
H 1.45611 -6.36906 -0.16884 0.112 0.015 0.043
H 1.71319 -7.28692 -1.67372 -0.020 -0.019 0.056
H 1.33024 -5.55972 -1.74331 0.139 0.074 -0.006
H 6.19181 -5.24368 1.55481 -0.025 0.071 0.131
H 4.97678 -3.97288 1.83164 -0.118 -0.181 -0.009
H 6.34474 -3.67298 0.75103 -0.036 -0.085 -0.192
C 7.53011 -10.34424 5.92832 -0.114 -0.076 0.186
O 6.42416 -9.45224 5.70223 3.095 0.598 -0.752
P 6.72545 -7.80741 5.82989 -6.252 2.298 1.251
O 6.09461 -7.53781 7.15625 1.156 -0.413 -0.053
O 5.80485 -7.45780 4.56107 0.463 0.274 -0.023
C 4.41824 -7.79925 4.60343 -0.358 -0.357 -0.250
O 7.58699 -6.43027 5.57730 1.643 -2.283 -0.608
C 8.44017 -5.99525 6.64562 0.198 0.154 0.103
H 7.17203 -11.36373 5.80955 -0.083 0.048 -0.006
H 8.32803 -10.16552 5.20509 0.007 -0.089 -0.003
H 7.91666 -10.21962 6.94306 0.003 -0.045 -0.014
H 4.03624 -7.84539 5.62305 0.182 0.022 0.067
H 4.26729 -8.76519 4.11864 -0.009 -0.029 0.061
H 3.86158 -7.04695 4.04766 0.197 0.074 -0.066
H 8.93734 -6.83319 7.13078 0.002 0.068 0.100
H 7.85102 -5.44370 7.37528 -0.086 -0.147 0.020
H 9.19375 -5.33438 6.22114 -0.041 -0.073 -0.125
C -3.80651 3.71551 -8.36063 -0.061 -0.219 -0.031
O -5.15049 4.21971 -8.24706 2.593 1.229 1.515
P -5.59947 4.88226 -6.77667 -6.685 -0.703 -0.367
O -6.45112 3.77278 -6.24893 1.152 -0.003 0.157
O -6.41599 6.07950 -7.47336 0.280 0.186 0.400
C -7.51238 5.75492 -8.32233 -0.013 -0.035 -0.449
O -5.38643 5.80854 -5.43985 2.478 -0.312 -1.327
C -4.93973 5.13140 -4.25589 0.198 -0.012 0.288
H -3.67665 3.32360 -9.36605 -0.100 0.023 -0.002
H -3.07810 4.51136 -8.19664 0.038 -0.033 -0.068
H -3.64209 2.90963 -7.64093 0.017 -0.005 -0.038
H -7.95861 4.79650 -8.05704 0.078 -0.015 0.072
H -7.18037 5.72805 -9.36093 -0.005 -0.060 0.005
H -8.26103 6.53753 -8.21584 0.082 0.047 0.099
H -4.19401 4.37359 -4.48735 -0.035 -0.074 0.154
H -5.79016 4.67318 -3.75611 -0.003 -0.103 -0.156
H -4.49634 5.87119 -3.59147 0.031 0.088 -0.155
C -7.48253 7.30594 0.63425 -0.204 0.088 0.046
O -7.89383 6.01710 1.12107 2.040 0.415 -2.629
P -8.05884 4.77005 -0.01462 -4.756 -4.299 3.714
O -9.56153 4.72924 -0.07057 1.042 0.848 -0.789
O -7.40788 3.69557 1.00337 0.241 0.008 -0.552
C -8.02685 3.48637 2.26737 0.106 0.192 0.387
O -7.67245 3.74891 -1.26420 1.636 2.547 0.018
C -8.27712 4.01314 -2.54064 0.001 -0.015 -0.309
H -7.42631 7.98544 1.48124 -0.037 -0.084 0.044
H -6.49903 7.24896 0.16426 0.021 0.081 0.050
H -8.21283 7.69099 -0.08232 0.025 0.036 0.026
H -9.09195 3.71649 2.23790 0.012 0.034 -0.096
H -7.54122 4.10272 3.02499 -0.051 0.038 0.005
H -7.89614 2.43881 2.53348 0.047 -0.012 -0.130
H -8.32544 5.08118 -2.74636 -0.102 -0.027 -0.088
H -9.27784 3.58736 -2.56095 -0.038 0.104 0.144
H -7.66914 3.53297 -3.30600 0.058 0.003 0.088
```
Positions in Å, forces in eV/Å.

Values from the calculation:
Molar mass: 1013.59 g mol⁻¹
Energy: -217458.754 eV
Largest force on an atom: 0.1590 hartree/bohr
HOMO energy: -9.58 eV
HOMO-LUMO gap: 8.05 eV


2.
Molecular formula: C19H50Cl2O18S6
Method: DFT, wB97M-V/def2-TZVPD

```
95
Properties=species:S:1:pos:R:3:forces:R:3
C -4.31787 2.05743 1.98889 -0.299 -0.169 -0.605
Cl -3.66773 1.15982 3.36156 -0.008 0.084 -0.070
Cl -3.58122 3.65653 1.78311 -0.029 0.184 0.266
H -4.11554 1.51329 1.05945 0.008 -0.018 0.505
H -5.39288 2.20023 2.12096 0.333 -0.109 0.088
O 4.17022 -0.35376 -2.45273 -0.567 -0.340 -0.245
S 3.16798 -1.01674 -3.26328 0.694 -1.036 2.367
O 2.56432 -0.24405 -4.29895 -0.085 -0.716 -0.358
O 3.82276 -2.37209 -3.81658 0.047 0.413 -1.009
C 5.06604 -2.96259 -3.24299 -1.723 0.096 1.243
C 6.32961 -2.39285 -3.78084 -0.131 1.055 -0.686
C 1.85890 -1.76883 -2.20637 0.246 1.191 -0.732
H 4.92764 -4.03318 -3.41148 0.051 0.201 -0.162
H 4.91547 -2.78413 -2.15734 0.679 -0.179 -0.481
H 7.13961 -2.58709 -3.11811 0.751 -0.787 0.462
H 6.26748 -1.31512 -3.69788 -0.197 0.391 -0.283
H 6.59723 -2.64363 -4.81923 -0.289 -0.149 0.470
H 1.18579 -0.96468 -1.92342 0.094 0.127 0.014
H 2.17722 -2.29928 -1.32622 0.896 0.112 0.237
H 1.33119 -2.46253 -2.81820 -0.380 -0.434 -0.764
O -1.84045 -5.06549 7.12924 -0.789 -0.220 -0.106
S -1.35616 -3.91777 6.45189 1.498 1.153 0.735
O -0.46180 -3.03391 7.17367 -0.180 -0.743 -0.862
O -0.70008 -4.50313 5.12391 0.315 0.664 -0.146
C 0.18921 -3.62573 4.34950 0.809 -0.325 1.372
C 0.92973 -4.43400 3.37045 0.190 -1.111 -1.195
C -2.58692 -2.81685 5.83448 -2.473 -1.779 0.089
H 0.94313 -3.19100 5.04339 -0.928 0.155 -0.337
H -0.38247 -2.91013 3.80274 -0.610 0.876 0.077
H 1.53239 -3.82000 2.72301 0.402 0.587 -0.013
H 0.30631 -4.98242 2.67234 -0.508 -0.128 0.051
H 1.58036 -5.15916 3.81595 0.385 -0.343 0.460
H -2.13379 -2.06860 5.20772 0.156 0.488 0.229
H -3.16756 -2.47991 6.74135 0.878 0.107 -1.075
H -3.31889 -3.41876 5.20589 0.899 0.671 0.692
O 4.08145 3.85933 -0.86013 0.043 0.250 0.267
S 3.30215 4.95658 -1.35360 0.422 -0.952 -1.097
O 3.95165 6.10089 -1.90358 0.062 0.184 0.183
O 2.31465 4.37946 -2.44191 -1.054 0.664 0.263
C 2.57376 3.27264 -3.34222 -0.665 -1.310 0.934
C 1.21654 2.71082 -3.85216 0.951 1.253 -0.097
C 2.16092 5.48684 -0.15528 -1.048 -0.020 2.527
H 3.00220 2.45578 -2.73572 0.440 0.493 -0.408
H 3.23838 3.65327 -4.11880 -0.108 -0.395 -0.034
H 0.49660 2.51359 -3.06601 0.140 0.121 0.295
H 1.38648 1.79047 -4.36793 0.323 -0.635 -0.226
H 0.80496 3.39266 -4.57894 -0.425 0.355 -0.145
H 1.60749 4.66886 0.37484 0.541 0.267 -0.992
H 1.43707 6.22057 -0.49155 0.080 -0.040 -0.602
H 2.67586 5.97930 0.69930 0.290 -0.255 -0.864
O -6.55558 0.49961 0.19561 0.523 0.470 0.900
S -5.90743 0.81730 -1.03782 -1.330 -1.787 -1.325
O -4.49534 0.84099 -1.23941 -0.044 0.802 0.520
O -6.35813 -0.35213 -2.03026 0.009 0.928 -0.240
C -7.76154 -0.76481 -2.04288 1.307 -0.355 0.352
C -7.95071 -1.47623 -3.35125 -0.576 -1.396 0.844
C -6.76942 2.24589 -1.66390 0.415 0.084 0.694
H -8.39572 0.08648 -1.80055 -0.195 -0.068 -0.476
H -7.85385 -1.47790 -1.23760 -0.201 -0.136 0.367
H -7.19085 -2.29126 -3.47659 -0.735 0.685 0.308
H -7.87524 -0.84210 -4.19171 -0.039 0.814 -0.917
H -8.96526 -1.92057 -3.28677 0.545 0.060 -0.436
H -6.50801 3.06348 -0.99339 0.038 0.022 0.095
H -7.84497 2.05630 -1.53936 0.469 0.083 -0.408
H -6.41245 2.50185 -2.65009 -0.228 -0.145 -0.354
O 4.46213 -1.42561 2.59325 0.672 0.022 2.713
S 4.21822 -1.15852 1.24427 -2.927 0.641 -0.530
O 3.95695 -2.26440 0.40834 -0.570 -1.308 -1.161
O 2.89983 -0.22664 1.11821 1.053 -1.179 -0.348
C 2.64488 0.80123 2.08246 -1.855 -0.192 -0.512
C 2.85798 2.14009 1.50259 0.336 1.739 0.472
C 5.43704 -0.25846 0.50939 1.600 1.297 -1.321
H 3.13053 0.59941 3.00409 0.727 -0.136 0.750
H 1.56579 0.73817 2.24380 0.138 -0.300 0.281
H 3.90584 2.38130 1.36184 0.163 0.046 -0.285
H 2.47979 2.89450 2.22733 0.151 -0.416 -0.289
H 2.29684 2.31292 0.58233 0.251 -0.337 0.031
H 5.50173 -0.77296 -0.45504 0.368 0.501 0.010
H 6.36013 -0.39723 1.08820 -0.269 0.282 -0.225
H 5.16805 0.80347 0.31134 0.265 -0.805 0.405
O -0.15475 1.87558 1.26087 0.083 0.127 0.189
S -0.60122 1.34406 0.01242 -2.015 -1.357 0.539
O 0.31805 0.75370 -0.89435 0.819 -0.042 -0.437
O -1.77120 0.20207 0.32625 1.171 1.034 -0.099
C -1.41547 -0.88675 1.27961 0.587 1.307 0.148
C -0.38047 -1.82888 0.70374 0.195 0.146 -0.170
C -1.51352 2.57554 -0.85660 -0.384 -0.964 -0.532
H -2.40990 -1.28218 1.51615 0.469 -0.151 0.007
H -0.93704 -0.40115 2.16505 -0.806 -0.274 -0.375
H -0.23719 -2.70851 1.30568 -0.107 -0.297 0.759
H 0.60104 -1.32237 0.67280 -0.458 -0.273 -0.338
H -0.67314 -2.24561 -0.25248 0.029 0.341 -0.451
H -0.79593 3.34089 -1.13112 0.012 0.175 0.132
H -2.34575 2.90426 -0.27108 -0.094 0.499 0.569
H -1.95416 2.12423 -1.74560 0.316 -0.135 -0.092
```
Positions in Å, forces in eV/Å.

Values from the calculation:
Molar mass: 829.90 g mol⁻¹
Energy above the lowest of the compared OMol25 structures with the same formula, charge and spin: 0.0 kcal per mole
Structure (SMILES): CCOS(C)(=O)=O.CCOS(C)(=O)=O.CCOS(C)(=O)=O.CCOS(C)(=O)=O.CCOS(C)(=O)=O.CCOS(C)(=O)=O.ClCCl
Energy: -147421.386 eV
Largest force on an atom: 0.0593 hartree/bohr
HOMO energy: -10.69 eV
HOMO-LUMO gap: 10.66 eV